94
Properties=species:S:1:pos:R:3:forces:R:3 method="wB97M-V/def2-TZVPD" gap_ev="6.76 / 2.59" e_homo_ev="-14.576 / -14.576" multiplicity=6 total_charge=+3 s_squared=8.80 e_tot_ev=-121538.22856
Fe -0.7888 -1.2988 1.0361 -0.864 2.200 -2.497
P -0.4614 0.0754 2.6653 0.940 2.419 2.966
P 1.2628 -1.8155 0.7272 4.758 -0.984 -0.625
P -1.6913 -2.8815 2.0744 -1.800 -3.288 2.280
H -0.5447 -0.5762 -1.5516 -0.149 -0.027 0.193
C -1.4156 -0.7866 -0.9293 -0.771 1.878 0.958
C -1.8838 0.2387 -0.0633 0.287 -1.075 -1.850
H -1.3833 1.2111 -0.1135 0.099 -0.433 0.197
C 0.1603 1.7581 2.3319 -0.114 0.052 -0.372
C 0.6958 -0.4787 3.9926 -0.179 -0.214 -0.182
C -1.9747 0.4178 3.6420 -0.190 -0.179 -0.230
C 1.5446 -2.6028 -0.9018 -0.366 -0.053 -0.079
C 2.6150 -0.5723 0.7747 -0.284 0.390 0.105
C 1.9370 -3.0723 1.9064 -0.519 -0.004 0.041
C -3.4754 -2.4411 2.1860 -0.066 -0.340 -0.322
C -1.4155 -3.4034 3.8072 0.290 0.254 0.067
C -1.4112 -4.4778 1.2028 -0.406 0.020 -0.147
H -2.0113 -1.6529 -1.2128 0.161 0.215 0.085
H -2.8923 0.2500 0.3697 0.366 -0.243 -0.103
H -0.0591 2.0299 1.2952 0.220 0.130 0.193
H 1.2478 1.8148 2.4615 -0.269 -0.006 -0.034
H -0.3281 2.4570 3.0179 0.151 -0.087 -0.063
H 1.7348 -0.4337 3.6447 -0.241 0.081 0.093
H 0.4839 -1.5066 4.3099 0.018 0.284 0.030
H 0.5660 0.1966 4.8482 0.117 -0.155 -0.185
H -2.7825 0.7056 2.9600 0.051 0.058 0.227
H -1.7514 1.2547 4.3157 -0.131 -0.279 -0.083
H -2.2915 -0.4612 4.2187 0.115 0.330 -0.072
H 2.5135 -3.1228 -0.9029 -0.291 0.178 -0.026
H 1.5370 -1.8195 -1.6724 0.076 -0.226 0.190
H 0.7338 -3.3131 -1.1161 0.318 0.054 -0.038
H 3.5686 -1.0360 1.0601 -0.327 -0.014 -0.063
H 2.3606 0.2344 1.4775 0.226 -0.255 -0.253
H 2.7013 -0.1085 -0.2134 -0.061 -0.015 0.177
H 2.9802 -3.2746 1.6255 -0.344 0.027 0.073
H 1.3510 -3.9993 1.8568 0.321 0.194 0.018
H 1.9045 -2.6967 2.9374 0.093 -0.093 -0.304
H -4.0526 -3.3458 2.4030 -0.089 0.198 0.010
H -3.8425 -1.9805 1.2594 0.017 -0.103 0.363
H -3.5965 -1.7187 3.0050 0.044 -0.270 -0.254
H -2.0773 -4.2507 4.0213 0.113 0.128 -0.083
H -1.6484 -2.5931 4.5085 0.067 -0.207 -0.167
H -0.3757 -3.7159 3.9546 -0.212 0.016 0.001
H -2.2359 -5.1660 1.4328 0.290 0.007 -0.106
H -0.4576 -4.9189 1.5279 -0.406 0.176 0.060
H -1.3444 -4.3189 0.1205 -0.036 -0.142 0.240
C -5.1687 -4.1764 -1.8826 0.657 0.776 0.864
C -5.0688 -5.4436 -2.4772 -0.228 -1.533 -0.828
C -6.0924 -5.9341 -3.2907 1.422 -0.173 0.640
C -7.2616 -5.1868 -3.4793 0.130 -0.029 -0.292
C -7.4237 -3.9924 -2.7595 0.559 1.327 1.172
C -6.3963 -3.4976 -1.9374 -1.625 0.413 -0.621
S -3.7366 -3.5918 -1.0306 -0.995 -0.800 -0.968
H -3.8961 -2.2514 -0.9879 -0.716 -0.249 -0.130
H -4.1718 -6.0287 -2.2737 -0.199 0.007 -0.380
H -5.9564 -6.8974 -3.7783 -0.088 0.214 0.100
H -8.0325 -5.5204 -4.1816 0.242 0.063 0.374
H -8.3696 -3.4521 -2.8459 0.364 -0.105 0.155
H -6.5260 -2.6207 -1.2956 -0.169 -0.166 -0.562
O 1.1775 1.7725 -0.6379 -0.482 -0.522 0.182
P 2.1188 2.8779 -1.0355 -0.640 -0.028 -0.367
C 2.5461 3.8929 0.3866 0.031 0.363 0.167
C 1.8510 5.0989 0.5928 0.274 -0.054 0.134
C 2.1174 5.8816 1.7188 0.128 -0.244 0.147
C 3.0535 5.4471 2.6666 -0.145 -0.061 -0.295
C 3.7110 4.2264 2.4827 -0.013 -0.193 -0.032
C 3.4644 3.4447 1.3513 -0.264 0.362 0.045
C 3.5767 2.1604 -1.8015 0.453 0.087 -0.037
C 3.3486 1.2608 -2.8586 0.277 -0.145 0.032
C 4.4198 0.5999 -3.4619 -0.040 0.149 0.205
C 5.7237 0.8277 -3.0048 -0.071 0.171 0.205
C 5.9507 1.7364 -1.9651 0.025 0.011 -0.017
C 4.8850 2.4250 -1.3745 -0.088 -0.381 -0.317
C 1.3355 3.9297 -2.2831 -0.031 0.062 -0.056
C 0.0211 3.6376 -2.6832 0.322 0.311 -0.063
C -0.5853 4.4213 -3.6683 0.086 -0.079 0.119
C 0.1144 5.4827 -4.2530 -0.100 -0.260 0.183
C 1.4231 5.7635 -3.8564 0.061 -0.093 0.127
C 2.0385 4.9915 -2.8720 -0.319 -0.186 -0.017
H 1.1075 5.4343 -0.1313 0.263 -0.062 0.132
H 1.5952 6.8295 1.8571 0.161 -0.289 -0.033
H 3.2709 6.0605 3.5435 -0.065 -0.212 -0.293
H 4.4289 3.8682 3.2207 -0.154 0.190 -0.152
H 3.9897 2.4987 1.2060 -0.110 0.263 0.127
H 2.3331 1.0741 -3.2156 0.238 0.121 0.126
H 4.2364 -0.0903 -4.2871 0.089 0.224 0.228
H 6.5662 0.3047 -3.4632 -0.294 0.189 0.150
H 6.9651 1.9173 -1.5993 -0.333 -0.064 -0.233
H 5.0635 3.1490 -0.5809 0.070 -0.186 -0.283
H -0.5093 2.8022 -2.2196 0.184 0.273 -0.151
H -1.6096 4.1875 -3.9672 0.338 0.188 -0.005
H -0.3670 6.0881 -5.0193 0.142 -0.128 0.173
H 1.9713 6.5838 -4.3126 -0.136 -0.132 0.059
H 3.0615 5.2032 -2.5553 -0.235 0.010 -0.140

93
Properties=species:S:1:pos:R:3:forces:R:3 method="wB97M-V/def2-TZVPD" gap_ev="6.44 / 2.94" e_homo_ev="-17.199 / -17.740" multiplicity=6 total_charge=+4 e_above_lowest_kj_mol=363.6 s_squared=8.82 e_tot_ev=-85169.15253
Ir -1.7668 -1.4105 -0.0440 0.322 4.855 -0.404
P -2.6888 0.6740 -1.0498 -1.949 1.882 -0.455
P -1.1586 -2.1944 1.8716 0.662 -1.793 1.433
P -1.9101 -2.6647 -1.7880 -1.134 -3.395 -3.078
H 0.4453 0.2176 -1.2025 1.899 0.945 0.524
C 0.6658 0.3620 -2.2679 -0.807 -0.065 0.334
C 0.0804 1.3935 -2.9129 -0.369 0.337 -0.955
H 0.3244 2.4555 -2.7154 -1.272 -0.589 0.995
C -2.2362 2.4923 -0.8654 0.968 -1.232 0.229
C -4.3945 0.8482 -0.3666 0.023 -0.009 0.702
C -3.3988 0.7106 -2.7539 0.506 -0.366 -0.903
C 0.5148 -2.7904 2.1474 0.686 0.267 0.284
C -1.7469 -1.1025 3.1698 -0.161 0.384 0.666
C -2.0377 -3.7749 1.8655 -0.662 -0.378 -0.228
C -1.2632 -2.2267 -3.3897 0.903 0.456 -0.883
C -3.7249 -2.7173 -1.9494 -0.244 -0.056 -0.168
C -1.4563 -4.4183 -1.5522 0.103 -0.372 0.371
H 1.0825 -0.5289 -2.7158 -1.272 -0.379 -0.304
H -0.6830 1.2387 -3.7120 1.960 0.142 -0.735
H -1.2465 2.7024 -1.2337 0.372 0.037 -0.114
H -2.2795 2.7934 0.1648 -0.099 0.022 0.630
H -2.9287 3.0939 -1.4191 -0.592 0.052 -0.360
H -4.3850 0.9510 0.7189 -0.057 -0.041 0.069
H -4.9782 -0.0369 -0.6261 -0.027 0.062 0.073
H -4.8911 1.7415 -0.7722 0.241 -0.317 -0.050
H -2.6806 0.4770 -3.5428 -0.160 0.095 0.056
H -3.7967 1.7212 -2.9495 0.232 -0.387 0.257
H -4.2407 0.0066 -2.8369 0.392 0.345 0.091
H 0.6311 -3.1732 3.1723 -0.143 0.139 -0.182
H 1.2490 -1.9996 1.9740 0.016 -0.040 0.075
H 0.7560 -3.6024 1.4444 -0.283 0.331 0.198
H -2.0896 -1.6695 4.0461 0.137 0.166 -0.112
H -2.5740 -0.4954 2.7743 0.164 -0.386 0.223
H -0.9616 -0.3961 3.4693 -0.022 -0.274 0.006
H -2.0707 -4.1847 2.8810 -0.106 -0.003 -0.077
H -1.5290 -4.4990 1.2059 0.006 0.432 0.398
H -3.0519 -3.6569 1.4629 0.071 -0.089 0.411
H -1.4227 -3.0211 -4.1303 -0.426 0.132 0.216
H -0.1749 -2.1281 -3.3294 -0.315 -0.039 0.134
H -1.6284 -1.2641 -3.7616 -0.171 -0.342 0.086
H -4.0215 -3.5712 -2.5595 0.024 -0.043 -0.095
H -4.1135 -1.8134 -2.4236 0.085 -0.254 0.127
H -4.1824 -2.8345 -0.9618 0.017 -0.018 -0.156
H -1.1118 -4.8503 -2.4937 -0.150 0.097 -0.087
H -2.3004 -5.0008 -1.1772 -0.091 0.141 -0.113
H -0.6210 -4.5249 -0.8545 -0.248 0.005 -0.128
C 1.9555 -3.6990 -2.4775 -0.084 0.851 -0.248
C 2.3042 -5.0763 -2.5300 0.256 0.114 0.000
C 2.7618 -5.6497 -3.7067 -0.441 -0.003 0.292
C 2.8217 -4.9169 -4.8945 0.327 0.038 0.117
C 2.5643 -3.5474 -4.8493 -0.360 0.534 0.126
C 2.2052 -2.9326 -3.6523 -0.086 -0.225 -0.899
S 1.1492 -2.9036 -1.1578 1.414 -0.793 -0.265
H -3.0848 -0.8853 0.5749 -0.203 -0.677 0.586
H 2.2631 -5.6523 -1.6224 -0.168 -0.237 0.139
H 3.0135 -6.6960 -3.7336 0.082 -0.182 0.147
H 3.1421 -5.3887 -5.8300 -0.239 0.152 0.409
H 2.5891 -2.9847 -5.7821 0.236 0.068 0.358
H 2.0749 -1.8517 -3.6419 -0.037 -0.322 -0.001
C -0.6350 3.8157 5.8392 1.684 0.110 0.842
C -1.5523 3.4188 4.8455 -0.465 0.024 -0.430
C -1.0891 2.8691 3.6337 0.826 -0.446 -0.774
C 0.2809 2.7164 3.4067 -2.003 -0.749 -1.567
C 1.1984 3.1075 4.3962 0.381 0.352 1.117
C 0.7270 3.6408 5.6129 -0.267 0.526 0.875
Sb 0.9154 1.8869 1.4540 1.050 1.346 0.252
C 1.1501 3.8142 0.4337 0.135 -0.360 0.190
C 1.6965 3.8144 -0.8573 -0.256 -0.012 -0.134
C 1.6687 4.9883 -1.6224 0.117 -0.260 0.120
C 1.1572 6.1733 -1.0848 0.040 -0.250 0.253
C 0.6771 6.1862 0.2331 0.124 -0.334 -0.145
C 0.6679 5.0026 0.9904 -0.356 0.333 0.014
C 2.9777 1.3717 1.9967 -1.502 0.250 0.369
C 4.0929 2.0225 1.4565 2.044 0.003 -0.752
C 5.3847 1.5388 1.7290 -0.769 0.935 -0.426
C 5.5575 0.4246 2.5610 0.469 0.210 -0.287
C 4.4398 -0.1981 3.1310 -2.014 -0.256 0.505
C 3.1488 0.2735 2.8501 1.120 -1.143 0.412
H -0.9902 4.2288 6.7896 0.133 -0.126 -0.403
H -2.6161 3.5562 5.0201 0.072 -0.060 -0.051
H -1.8324 2.5596 2.8861 0.404 0.161 0.327
H 2.2692 2.9784 4.2356 -0.228 0.102 0.107
H 1.4564 3.9294 6.3802 -0.385 -0.099 -0.316
H 2.1146 2.8966 -1.2805 -0.154 0.258 0.008
H 2.0363 4.9536 -2.6513 -0.019 0.122 0.385
H 1.1506 7.0821 -1.6893 -0.061 -0.270 0.225
H 0.2921 7.1153 0.6555 0.147 -0.301 -0.035
H 0.2612 5.0306 2.0075 0.131 0.020 -0.422
H 3.9774 2.8963 0.8087 0.008 -0.326 0.158
H 6.2578 2.0218 1.2852 -0.305 -0.053 0.201
H 6.5545 0.0315 2.7628 -0.205 0.100 -0.115
H 4.5586 -1.0614 3.7894 0.062 0.326 -0.145
H 2.2826 -0.2305 3.2880 0.319 0.092 -0.122

Question: What is the multiplicity in the first record?
Answer: 6